The following is a DFT calculation (ωB97M-V with the def2-TZVPD basis set) of a 2-piece molecular cluster, C12H25BrClFN2O4PS overall.

Cartesian coordinates (Å):
O1 -0.7833 2.4146 6.1084
S1 0.1347 3.1891 5.2494
O2 0.1203 4.6218 5.6171
F1 1.6124 2.5563 5.4217
N1 -0.3978 3.0830 3.6453
C1 0.5207 3.7706 2.6814
C2 0.0412 5.2539 2.5195
C3 0.2573 5.8085 1.0718
Br1 -1.1823 5.0302 -0.0507
P1 -0.7879 1.4186 3.1740
O3 -1.4575 1.6634 1.6504
Cl1 1.0596 0.4527 2.7698
H1 0.4555 3.2891 1.6844
H2 1.5719 3.7835 3.0170
H3 -1.0239 5.3796 2.7830
H4 0.6250 5.8613 3.2411
H5 0.1223 6.8978 1.1258
H6 1.2513 5.5469 0.6796
H7 -2.4148 1.6706 1.7354
C4 1.2962 -0.7530 -1.4480
C5 -0.1693 -1.2615 -1.4100
C6 -0.4644 -2.1608 -0.1914
C7 -0.0465 -3.6220 -0.3142
C8 -0.5084 -4.2052 -1.6462
C9 -0.0364 -3.3556 -2.8319
N2 -0.4615 -1.9326 -2.7039
O4 -1.7572 -1.8786 -2.9070
C10 1.4982 -3.4986 -2.9278
C11 -0.5441 -3.9675 -4.1457
C12 -0.9806 0.0266 -1.1750
H8 1.9154 -1.2348 -2.1992
H9 1.3367 0.3025 -1.7264
H10 1.7913 -0.8654 -0.4819
H11 -1.5445 -2.1579 -0.0072
H12 -0.0126 -1.7263 0.7042
H13 1.0361 -3.7197 -0.1948
H14 -0.4917 -4.1952 0.5032
H15 -0.1319 -5.2267 -1.7453
H16 -1.6004 -4.2842 -1.6473
H17 1.9001 -2.9019 -3.7494
H18 1.7665 -4.5397 -3.1158
H19 2.0230 -3.2250 -2.0140
H20 -1.6311 -4.0540 -4.1681
H21 -0.1414 -4.9728 -4.2767
H22 -0.2269 -3.3683 -5.0009
H23 -0.9115 0.7093 -2.0238
H24 -0.5920 0.5476 -0.3000
H25 -2.0360 -0.1705 -0.9804

HOMO energy (alpha / beta)	-8.681 / -9.437	eV
LUMO level (alpha / beta)	0.10 / 0.10	eV
HOMO-LUMO gap (alpha / beta)	0.3226 / 0.3503	Ha
2S+1	2

Atom charges from the Löwdin analysis, given in e for atoms 1 to 5: -0.306 0.641 -0.270 -0.178 -0.405



The following is a DFT calculation (ωB97M-V with the def2-TZVPD basis set) of C15H22ClIN3O2P2 as an isolated structure.

Cartesian coordinates (Å):
O1 4.5475 0.7011 2.0897
P1 3.4529 1.6522 1.9386
N1 2.1405 1.0094 0.8630
C1 2.0056 -0.4808 1.1138
C2 0.7054 -1.0935 0.5921
C3 -0.5426 -0.2037 0.5634
C4 -0.2485 1.2561 0.2094
I1 0.3562 1.4044 -1.8591
P2 -1.8682 2.2116 0.3580
O2 -1.4479 3.7083 -0.0986
Cl1 -1.8744 2.3798 2.4435
C5 0.8668 1.7602 1.1051
H1 2.6745 1.9458 3.0634
H2 3.6972 2.8565 1.2659
H3 2.4566 1.1783 -0.1000
H4 2.8487 -0.9381 0.6027
H5 2.1703 -0.6513 2.1767
H6 0.8781 -1.5223 -0.3933
H7 0.4873 -1.9332 1.2525
H8 -1.2152 -0.6073 -0.1933
H9 -1.0895 -0.2335 1.5099
H10 -0.5043 3.8771 -0.2572
H11 1.0694 2.8250 0.9732
H12 0.5885 1.5879 2.1449
N2 -2.9991 -0.9845 2.7093
C6 -3.3808 -2.2519 2.5502
C7 -4.0607 -2.9722 3.5192
C8 -4.3583 -2.3478 4.7201
C9 -3.9689 -1.0302 4.8996
C10 -3.2992 -0.3944 3.8665
H13 -3.1321 -2.7114 1.5993
H14 -4.3489 -3.9976 3.3336
H15 -4.8873 -2.8784 5.5007
H16 -4.1836 -0.5014 5.8178
H17 -2.9776 0.6381 3.9460
N3 1.3184 0.8031 -4.7357
C11 2.5979 0.4578 -4.8760
C12 3.0376 -0.4909 -5.7845
C13 2.0999 -1.1175 -6.5903
C14 0.7666 -0.7660 -6.4562
C15 0.4270 0.1972 -5.5194
H18 3.3050 0.9717 -4.2333
H19 4.0898 -0.7278 -5.8589
H20 2.4039 -1.8634 -7.3127
H21 0.0010 -1.2245 -7.0663
H22 -0.6059 0.5022 -5.3932

HOMO energy	-11.919	eV
relative energy (zero: lowest compared OMol25 entry of this formula, charge and spin)	0.000	eV
LUMO level	-2.88	eV
HOMO-LUMO gap	0.3323	Ha
charge	+1

Atom charges from the Löwdin analysis, given in e for atoms 1 to 5: -0.330 0.793 -0.233 -0.130 -0.160



The following is a DFT calculation (ωB97M-V with the def2-TZVPD basis set) of a single C3H5NO molecule.

Cartesian coordinates (Å):
C1 -1.2338 0.6912 0.4629
O1 -0.3009 0.5088 -0.5935
C2 0.9566 -1.1271 -0.6523
C3 1.1483 0.1922 -0.1683
N1 2.0057 0.8285 0.3849
H1 -1.3088 1.7579 0.6951
H2 -0.9221 0.1555 1.3700
H3 -2.2102 0.3288 0.1321
H4 1.2744 -1.4323 -1.6485
H5 0.5909 -1.9035 0.0176

HOMO energy (alpha / beta)	-9.983 / -8.444	eV
relative energy (zero: lowest compared OMol25 entry of this formula, charge and spin)	5.240	eV
LUMO level (alpha / beta)	-0.33 / -1.55	eV
HOMO-LUMO gap (alpha / beta)	0.3547 / 0.2532	Ha

Atom charges from the Löwdin analysis, given in e for atoms 1 to 5: -0.113 -0.160 0.149 -0.549 0.255



Computed max |F|, in the same sequence as the records: 6.14 0.66 3.26 eV Å⁻¹.